(1)
# C11H9NO2S

A single C11H9NO2S molecule in a non-equilibrium geometry (wB97M-V/def2-TZVPD, OMol25).

```
24
Properties=species:S:1:pos:R:3:forces:R:3
S -3.3177 -1.7611 0.4279 1.5260 0.8687 -1.4269
O -3.4444 -1.4498 -1.2166 -1.4671 0.6607 -0.0935
O -2.1570 -2.6394 0.5793 -0.1696 -0.4153 0.6423
N -0.6103 1.4992 0.2578 0.1597 -3.6746 -0.2822
C 2.2399 -2.4399 -0.0010 2.3906 -0.2406 -0.2895
C 3.4609 -0.2687 -0.0870 0.5633 -2.0488 -0.3617
C 0.9413 -0.4574 0.0327 2.1736 0.7042 0.1932
C -0.1812 0.3898 0.2516 0.8717 0.0874 0.5216
C 0.9897 -1.8607 0.1032 -0.7172 -0.6532 -0.4617
C -3.3106 1.0145 -0.6435 -0.5927 0.8415 -0.2895
C -1.5356 2.3756 0.3806 0.6370 2.0920 0.2383
C -2.7554 -0.3157 -0.7105 -1.3437 -0.7707 1.1513
C -2.8087 2.2148 -0.1776 0.6307 -2.6789 -0.5653
C 3.4718 -1.7123 -0.1273 -2.9523 1.0039 0.1982
C 2.2013 0.3086 -0.0083 -0.6907 -0.9197 -0.4826
H 2.1511 1.3783 -0.1044 -0.3015 0.2804 0.2303
H 4.2531 -2.3711 -0.3898 1.4546 0.0617 0.1318
H 0.1200 -2.5896 0.1066 0.7741 1.6396 0.2455
H -1.7721 -0.4491 -1.0138 2.0181 -0.1041 0.1618
H 2.3914 -3.5489 -0.0270 -0.6125 1.0978 0.0207
H -4.3194 1.0625 -1.0100 -0.4380 0.0177 -0.1238
H -1.0263 3.1569 0.9057 -1.2450 1.4392 0.2766
H 4.4368 0.3089 -0.2039 -1.6987 -0.6849 0.2273
H -3.4429 3.0318 -0.2769 -0.9704 1.3960 0.1379
```
Positions in Å, forces in eV/Å.

Output
HOMO (alpha / beta): -0.2537 / -0.2537 Eh
LUMO (alpha / beta): -0.0124 / -0.0124 hartree
total charge: 0
ΔE to the lowest compared entry with this formula, charge and spin: 158.66 kcal/mol
E_tot: -27967.1636 eV

---

(2)
# C12H103FNO42

A 41-piece molecular cluster, C12H103FNO42 overall (wB97M-V/def2-TZVPD, OMol25).

```
159
Properties=species:S:1:pos:R:3:forces:R:3
F 2.1708 2.0836 1.1110 -0.0474 0.1464 -0.0276
O -3.5204 2.3180 4.2406 0.0211 -0.2446 -0.1206
O -1.8927 -2.0386 -3.3963 -0.1116 -0.1305 0.2472
O -2.2035 -6.2821 0.1066 0.1280 -0.1231 -0.0778
O -4.5194 -2.8313 3.3074 0.2075 0.3357 0.1266
O -2.3683 -4.7158 2.4467 0.1610 -0.1583 0.0091
O -6.3791 -10.0247 -0.6766 -0.0123 0.1034 0.0857
O 3.8367 6.7830 -3.5848 0.0272 -0.1150 -0.1230
O 4.6293 7.7135 0.2770 0.1017 -0.0447 -0.0422
O 0.2036 4.8576 -7.1965 0.0966 0.0431 -0.0732
O -1.4088 -5.2411 -3.2621 -0.1027 0.0247 0.0602
O -3.6536 8.3259 -2.3963 0.1340 0.1282 -0.0409
O -2.3486 -0.7550 -0.3278 -0.1375 0.2295 -0.0109
O -4.1968 -3.9878 -2.4278 0.0221 0.0907 -0.0276
O 0.4248 0.7039 -0.3777 -0.5021 0.3100 0.3279
O 2.5416 0.2773 6.6461 0.0209 -0.0154 -0.0970
O -0.8232 -10.4350 -4.9559 -0.1022 0.0251 -0.0285
O -1.5939 6.1006 -1.4978 0.0521 0.2142 0.3997
O 1.0320 -1.4116 4.4027 0.3041 0.0670 0.1209
O -2.6510 9.0812 3.6755 -0.1729 0.1934 -0.0600
O -3.9722 1.1540 1.2651 0.0852 -0.0832 -0.2182
O -1.1577 3.3812 -0.2906 -0.0655 0.4505 0.1487
O -4.3097 5.6200 -0.0361 0.2490 0.1685 0.4185
O -4.8598 -4.0263 0.5412 0.0714 0.0278 -0.0647
O 3.1409 4.6965 -1.7712 -0.0417 -0.4077 0.0161
O -1.9599 -0.0251 4.1745 0.1699 -0.0926 -0.2928
O -4.6467 -8.0638 0.7667 -0.0316 -0.0864 -0.0961
O -0.3507 -2.7342 2.4504 -0.2851 0.1499 0.0479
O 1.5548 2.4817 -5.9066 -0.0092 0.1014 0.0076
O 6.5433 -0.1349 2.1916 0.1072 -0.0519 0.0507
O -1.4448 7.1836 1.6760 -0.0153 0.2964 0.0014
O -4.5981 2.8962 -1.5271 0.1694 -0.1870 0.3329
O 4.6392 4.6288 0.6007 0.0658 0.2322 0.1002
O -5.3935 4.4039 3.9425 -0.0989 0.1364 0.0561
O -5.3272 7.6476 2.3945 0.0672 -0.0508 0.1421
O 3.4755 -5.8094 -2.8153 -0.0585 0.1001 -0.0736
O 8.8019 5.7330 -1.9076 -0.0050 -0.0019 0.0102
O -3.5229 -4.8137 5.0817 0.3072 -0.2035 0.2863
O -1.6305 -8.3324 -2.9070 -0.1230 0.2411 0.2378
O 6.6128 7.3226 -3.3692 0.0128 0.0499 -0.1030
O 1.6124 2.7247 -2.9267 -0.2441 -0.3642 0.0238
O -4.8981 -7.6049 6.0367 0.0783 0.1396 -0.0211
O 2.6451 -2.4482 -3.0530 0.2296 -0.2241 -0.0252
N 2.8849 -2.3395 -1.7978 -0.7361 0.6511 0.0022
C 4.4182 -0.6136 -2.6199 -0.1047 0.2151 0.2185
C 0.8216 -1.6287 -0.5918 0.0546 0.1637 -0.1288
C 2.6310 0.0389 -1.0434 0.4536 -0.0453 0.1874
C 4.6484 -1.3808 -0.2806 -0.0488 -0.1303 -0.1489
C 2.2411 -3.5171 0.3633 0.0615 -0.0170 -0.1391
C 0.9114 -3.7949 -1.7006 0.3039 0.1236 0.3967
C 2.2015 0.9943 1.9993 0.2094 -0.4317 0.6007
C 3.6147 -1.0987 -1.3997 0.7463 0.1958 -0.2439
C 1.7561 -0.3355 1.3393 -0.1359 0.7695 -0.0251
C 3.5955 0.9614 2.6341 -0.0877 0.2800 -0.4196
C 1.7689 -2.7898 -0.9171 -0.4113 -0.7064 0.2455
C 1.4356 -0.3003 -0.1502 0.3562 -0.4100 -0.4171
H -0.6620 2.5630 -0.2020 0.2243 -0.3765 0.0576
H -2.3403 -6.3339 -0.8447 -0.1106 0.0762 -0.0100
H -2.9355 7.7050 -2.2293 -0.0602 -0.1452 0.0410
H -0.5305 -5.3391 -3.6440 0.0174 0.0120 0.0092
H 0.8024 4.1241 -7.0009 -0.0950 -0.1116 0.0794
H -1.0557 3.7898 0.5772 -0.0117 -0.1069 0.0738
H 1.4570 2.6945 -4.9687 0.1473 -0.0595 0.1036
H -4.2992 1.7660 4.3748 0.0467 -0.0639 0.0704
H -4.1144 -4.5609 -3.1973 0.0397 -0.0298 0.0043
H 3.4101 7.4072 -4.1774 -0.0184 0.0167 0.0130
H -7.1818 -10.5442 -0.5784 -0.0160 -0.0093 -0.0570
H -1.1575 -3.2626 2.5506 0.1126 -0.0902 -0.1495
H -2.3625 8.4141 3.0456 0.0510 -0.3500 0.1402
H 0.7676 2.8069 -2.4709 -0.0303 0.2660 -0.0239
H 1.4772 1.5251 -5.9491 -0.0151 -0.0057 -0.0636
H -2.2428 -5.2365 3.2508 -0.2538 0.1435 0.1439
H 0.3005 -3.2959 -2.4427 0.0374 -0.1094 -0.1356
H 0.1191 5.3295 -6.3642 -0.0321 0.0091 0.0111
H 1.4696 -0.7189 4.9149 -0.1510 0.0639 0.1919
H -1.5587 6.6938 0.8541 -0.1357 -0.0332 -0.0983
H -3.5554 2.9497 4.9659 -0.0545 0.2125 -0.1623
H 3.3828 -4.9059 -3.1460 0.0638 0.0312 0.0231
H 7.3897 7.1513 -3.9099 0.0284 -0.0765 0.0415
H -2.8247 -5.3043 1.8277 -0.1094 0.2270 -0.0741
H 4.4863 6.7639 0.1712 -0.0337 -0.0024 0.0029
H 3.8176 4.1210 0.5961 -0.0306 0.0139 -0.1149
H 4.3833 -0.9360 0.6735 -0.0382 -0.1556 0.0742
H 4.6665 5.0723 1.4545 0.0057 -0.2142 0.1124
H 4.4867 7.8907 1.2107 -0.0341 0.0349 -0.0023
H -0.9610 -2.0218 -3.6369 -0.0124 0.0718 -0.0973
H -0.6669 6.1541 -1.7557 0.0032 0.0181 -0.0532
H -4.8295 -2.3511 2.5344 -0.1075 -0.0219 0.0110
H 2.5324 -1.0720 1.5286 -0.1318 -0.1798 -0.1265
H 0.8619 -0.6749 1.8565 0.0149 -0.0977 0.0036
H 4.8210 -2.4486 -0.1659 -0.0197 0.0168 0.0583
H -3.7289 -3.3038 3.0129 -0.1882 -0.2710 -0.0991
H -4.3052 -3.1031 -2.7949 -0.0780 0.0065 0.0158
H -1.4661 -5.6692 0.2116 -0.0129 0.0037 0.0708
H 1.5771 -2.1918 4.5477 -0.0213 -0.0405 -0.0758
H -1.6170 -0.1242 -0.2635 0.1992 -0.1315 0.0349
H -2.4258 -0.9263 -1.2764 0.0093 -0.1141 -0.0315
H -4.5752 4.7224 0.1859 -0.2060 -0.0748 -0.1593
H -2.0467 -2.9594 -3.1312 0.0666 -0.0122 0.0001
H 8.8126 4.9250 -2.4297 0.0352 -0.0131 -0.0042
H 3.5884 1.4291 3.6174 0.0427 -0.0662 0.0563
H -5.1897 2.3765 -2.0772 -0.0756 0.0349 -0.0228
H 3.0401 4.6730 -2.7298 -0.0782 0.3069 -0.0254
H -1.4844 -8.8051 -2.0805 0.0354 0.0013 0.0017
H 6.9404 0.5859 2.6904 -0.0151 0.0299 -0.0154
H -2.0216 9.0370 4.4001 -0.0091 -0.0498 0.0151
H 4.7881 6.9308 -3.7003 0.0190 0.1104 0.0924
H 2.3719 -0.0364 7.5397 -0.0547 -0.0452 -0.0148
H 6.9593 7.7499 -2.5799 -0.0766 0.0306 0.0390
H -4.1217 -3.4136 0.6285 0.0480 -0.0149 -0.0321
H -1.6262 -6.1319 -2.9582 0.0304 -0.2272 -0.2331
H 0.1125 -1.9664 0.1649 -0.0234 -0.0277 -0.0070
H 4.0163 -0.0369 2.6994 -0.0657 -0.0473 0.1694
H 3.2252 0.8250 -0.5715 -0.0251 0.0522 -0.0565
H 2.2809 0.4611 -1.9881 -0.2383 -0.1489 -0.0123
H 0.2293 -1.4408 -1.4929 0.1191 0.1928 -0.0515
H -4.1085 -8.0406 5.7023 -0.0153 -0.0469 -0.0141
H 1.4902 1.2264 2.7928 -0.2023 0.1391 -0.2077
H 3.5989 -6.3482 -3.6021 0.0458 -0.0043 -0.0011
H -0.0346 -9.8842 -4.9633 -0.0079 0.0335 0.0513
H -4.9151 -4.1704 -0.4120 0.0347 -0.0238 -0.0793
H -4.7736 8.1339 3.0182 0.0189 0.0249 -0.0277
H 7.1031 -0.8943 2.3822 0.0009 -0.0162 -0.0348
H 2.6947 1.2219 6.7434 -0.0182 0.0157 -0.0253
H -3.9092 -7.4495 0.8547 0.0114 0.0602 -0.0007
H 3.7755 -0.1912 -3.3888 0.0038 -0.2511 -0.1427
H 5.0789 0.1873 -2.2832 -0.0061 -0.0081 0.0269
H 0.2554 -4.2799 -0.9771 -0.0990 -0.0076 -0.0815
H -3.5088 1.2196 2.1062 -0.0812 0.1429 0.0193
H -2.1430 -8.9463 -3.4466 0.1614 -0.0310 -0.1371
H -4.4015 2.3263 -0.7672 -0.0025 0.0620 -0.0704
H -3.4828 5.4924 -0.5083 -0.2578 0.0955 -0.3126
H -3.9477 8.6017 -1.5240 -0.0833 -0.0583 0.0095
H -4.7451 7.4253 1.6584 -0.0480 -0.1995 -0.0545
H 3.2597 -3.2917 0.6621 -0.0769 0.1381 0.0700
H 3.8608 5.3202 -1.6419 -0.0082 0.0671 0.0185
H -1.6387 5.2886 -0.9767 0.2106 -0.4035 -0.4175
H -1.0174 -10.6030 -5.8830 0.0035 -0.0453 -0.0022
H -3.6807 -5.1958 5.9527 -0.0344 -0.1008 -0.0387
H -6.3105 -9.5274 0.1477 0.0599 -0.0794 0.0534
H 0.3922 0.8455 -1.3295 0.0519 -0.1058 -0.1437
H -5.5605 5.2725 3.5567 -0.0105 0.1023 -0.0501
H 5.0314 -1.4132 -3.0301 -0.0286 -0.0232 -0.0587
H -5.2531 3.8179 3.1932 0.0995 0.0301 -0.0144
H -0.3025 -2.1390 3.2124 0.2100 -0.1278 0.0352
H 5.6093 -0.9515 -0.5584 -0.0254 0.1009 0.0298
H 2.2706 2.8132 -2.2226 0.0316 0.2039 -0.0419
H -1.4753 8.1010 1.3784 0.2143 -0.0120 -0.1449
H -3.3407 -3.8829 5.2537 -0.2326 0.0788 -0.1198
H -5.2363 -7.1101 5.2816 -0.0245 0.0062 0.0019
H -4.7965 -8.1190 -0.1831 0.0275 0.0157 -0.0170
H 7.9612 5.6976 -1.4393 -0.0132 -0.0163 0.0059
H 4.2655 1.5447 1.9986 0.0715 -0.0735 -0.0006
H 2.1902 -4.5945 0.2003 0.1490 -0.0084 -0.0225
H -1.8360 -0.6149 3.4227 -0.0391 -0.0354 0.0214
H -3.5194 0.4450 0.7777 -0.0760 -0.0202 0.0040
H 1.5537 -3.2789 1.1753 0.1021 -0.0526 0.0563
H -2.1109 0.8485 3.7910 -0.1016 0.0482 0.3413
H 1.5469 -4.5439 -2.1629 -0.1268 -0.1517 0.0010
```
Positions in Å, forces in eV/Å.

Output
HOMO (alpha / beta): -0.3199 / -0.3655 Eh
2S+1: 2
⟨S²⟩: 0.75
LUMO (alpha / beta): -0.0112 / -0.0112 hartree
total charge: 0
E_tot: -104319.0741 eV

---

(3)
# C12H10BrCl3O2Pd

C12H10BrCl3O2Pd as an isolated structure in a non-equilibrium geometry (wB97M-V/def2-TZVPD, OMol25).

```
29
Properties=species:S:1:pos:R:3:forces:R:3
Pd -0.2015 0.2030 0.8233 -6.9549 -1.8828 -4.4167
Br -0.9911 0.3676 -2.0988 -0.4371 0.5775 1.4938
Cl -5.2337 2.1012 0.9781 -0.0737 -0.0737 0.1648
Cl -4.0071 1.9177 3.6355 -0.2027 -0.1696 -0.2792
Cl -4.9049 -0.4798 2.2658 -0.2163 0.0389 0.0545
O -2.2466 2.1608 1.2544 -0.2028 -1.4344 -0.1985
O -2.3041 -0.1387 1.1704 -0.7355 2.1486 0.1956
C 0.3395 0.7738 2.7568 0.9299 0.3665 1.6448
C 2.8110 -1.2100 -2.7196 0.3131 -3.8284 1.2707
C 0.6666 1.8008 1.8277 1.0210 1.2501 0.6539
C 1.7382 -0.1472 1.1599 1.8693 -0.2757 0.2732
C 0.5570 -0.9584 -3.2140 0.6778 -0.3936 -0.6992
C 2.1494 -2.4833 -2.4913 3.3886 2.0803 0.2386
C -4.2090 1.1196 2.0370 0.3648 -0.1503 -0.0061
C 0.9798 -0.4433 2.3524 1.3698 0.1583 1.4936
C 1.5206 1.2243 0.8183 1.7340 1.1682 0.4129
C -2.7810 1.0532 1.3998 0.7647 -0.3682 -0.0080
C 1.8683 -0.2966 -3.1624 -2.8304 0.3762 -0.9430
C 0.8000 -2.3408 -2.7863 -1.9269 1.6564 -1.0136
H 2.0311 0.7250 -3.4917 0.0183 -0.2125 0.1493
H -0.3041 0.9094 3.6198 0.0505 -0.1378 -0.2542
H 2.3227 -0.8563 0.5859 -0.0255 0.1181 0.1510
H 2.6625 -3.3847 -2.1569 -0.2609 0.3013 -0.0893
H 0.9445 -1.3850 2.8943 -0.0355 0.2396 -0.2887
H 0.3063 2.8389 1.8688 0.1153 -0.8109 -0.1588
H -0.2818 -0.6643 -3.8651 1.2742 -0.7309 -0.2696
H 3.8761 -1.0362 -2.5753 -0.3630 -0.0129 -0.0311
H 0.0398 -3.1174 -2.8122 0.2209 0.1875 0.1477
H 1.8516 1.7467 -0.0747 0.1529 -0.1858 0.3117
```
Positions in Å, forces in eV/Å.

Output
HOMO (alpha / beta): -0.2702 / -0.3387 Eh
2S+1: 5
⟨S²⟩: 6.02
LUMO (alpha / beta): 0.0134 / -0.1210 hartree
total charge: 0
ΔE to the lowest compared entry with this formula, charge and spin: 1.39 kcal/mol
E_tot: -127784.3998 eV

---

(4)
# C12H10ClLaN3

C12H10ClLaN3 as an isolated structure in a non-equilibrium geometry (wB97M-V/def2-TZVPD, OMol25).

```
27
Properties=species:S:1:pos:R:3:forces:R:3
La 1.0361 0.2965 -0.0782 1.4273 -1.0376 0.5582
Cl 2.8671 1.2974 1.4622 -0.1062 0.2837 0.8132
N 3.2475 0.5456 -1.5687 0.7704 0.5591 0.6372
N 4.5211 2.6163 -1.3225 1.7864 0.5223 0.3964
N 6.8088 3.3891 -0.5531 -2.9233 -1.5753 -0.9288
C -2.8509 -2.4071 2.9461 0.0393 -0.5780 -1.0748
C -2.1431 -3.9455 1.3529 -0.5815 0.9167 0.3742
C -3.3513 -3.3332 0.8726 0.5571 0.3347 1.0514
C -1.0103 1.1177 -1.6353 0.8912 0.2680 0.1914
C 1.0557 2.0940 -1.9469 -1.0928 0.8789 -0.6011
C 3.9809 1.4745 -1.3986 -1.2459 -1.4760 -0.2535
C 0.1950 1.0344 -2.4180 -0.2464 1.4680 0.8453
C -1.8336 -3.3729 2.6336 -0.8040 0.4363 -0.6628
C -3.7890 -2.3823 1.8575 1.0636 -0.7206 0.0520
C 0.4322 2.7924 -0.8608 -0.6762 -1.0449 -1.6541
C 5.7704 2.9152 -0.8849 1.2128 1.1343 0.3845
C -0.8599 2.1858 -0.6855 0.6560 -0.3847 -0.3489
H -2.9159 -1.8163 3.8586 0.0233 -0.1356 -0.1902
H -1.5663 2.4885 0.0756 -0.1182 -0.1663 -0.0985
H 1.9682 2.4234 -2.4230 -0.0780 -0.2615 0.2100
H -1.5784 -4.7267 0.8465 -0.1185 0.1306 0.1180
H -4.6867 -1.7681 1.7990 0.2015 -0.1348 0.0166
H 0.8497 3.6611 -0.3719 -0.1047 -0.1485 0.1008
H 0.4996 0.2647 -3.1293 -0.3249 0.3705 0.0363
H -0.9932 -3.6446 3.2701 -0.1798 0.0299 -0.1117
H -1.7931 0.3657 -1.6363 -0.1411 0.2929 -0.0609
H -3.8605 -3.5655 -0.0617 0.1127 0.0380 0.1997
```
Positions in Å, forces in eV/Å.

Output
HOMO: -0.1261 Eh
LUMO: 0.0501 hartree
total charge: -1
ΔE to the lowest compared entry with this formula, charge and spin: 66.98 kcal/mol
E_tot: -30459.3016 eV